No. 1
Computed, not measured: C11H26AlB2O5 as an isolated structure at a distorted geometry, with ωB97M-V with the def2-TZVPD basis set.

Last column: Mulliken charge in e.
Cartesian coordinates (Å):
Al -29.160 21.735 -11.134  -0.426
B -31.513 22.352 -10.854  1.060
H -31.119 21.417 -10.487  -0.587
H -30.960 23.220 -10.532  -0.225
H -31.399 22.327 -11.926  -0.145
H -32.552 22.495 -10.599  -0.096
B -27.532 20.168 -12.044  1.403
H -28.306 20.430 -12.750  -0.115
H -28.044 19.895 -11.134  -0.272
H -26.948 19.307 -12.331  -0.124
H -26.901 21.020 -11.845  -0.407
O -27.508 22.302 -10.385  -0.326
C -26.954 22.682 -9.340  0.575
O -27.670 22.874 -8.217  -0.407
C -26.886 23.152 -7.042  -0.396
C -25.506 23.138 -7.635  -0.720
C -25.494 23.013 -9.155  -0.124
H -26.968 22.309 -6.356  0.270
H -27.174 24.125 -6.642  0.335
H -25.173 22.173 -7.253  0.285
H -24.946 24.000 -7.272  0.379
H -24.867 22.216 -9.553  0.433
H -25.295 23.971 -9.636  0.201
O -29.908 20.002 -10.962  -0.757
C -30.395 19.170 -10.182  0.792
O -30.987 18.091 -10.643  -0.333
C -31.417 17.227 -9.589  -0.498
C -30.610 17.723 -8.359  -0.658
C -30.321 19.187 -8.663  -0.327
H -31.068 16.219 -9.817  0.342
H -32.473 17.349 -9.351  0.333
H -29.706 17.117 -8.412  0.295
H -31.177 17.591 -7.438  0.345
H -29.333 19.480 -8.308  0.220
H -31.030 19.858 -8.179  0.399
C -27.079 24.496 -13.561  -1.474
C -26.989 23.803 -12.250  0.897
O -27.826 22.976 -11.928  -0.116
C -25.831 24.146 -11.321  -0.716
H -26.514 24.037 -14.372  0.331
H -26.762 25.536 -13.482  0.397
H -28.125 24.589 -13.855  0.374
H -25.794 23.323 -10.607  -0.403
H -25.933 25.122 -10.846  0.494
H -24.840 24.027 -11.759  0.493

Properties
net charge: +1
Kohn-Sham gap: 9.198 eV
E_LUMO: -3.54 eV

=====

No. 2
Computed, not measured: C38H27BrF4O2P2V as an isolated structure, with ωB97M-V with the def2-TZVPD basis set.

Last column: Mulliken charge in e.
Cartesian coordinates (Å):
V 0.288 -0.449 0.479  0.314
F -1.835 1.755 6.948  -0.273
C -1.548 1.764 5.661  0.534
C -1.470 2.962 4.971  0.302
F -1.683 4.107 5.593  -0.276
C -1.169 2.944 3.617  0.240
F -1.106 4.116 2.989  -0.399
C -0.939 1.767 2.916  -0.415
P -0.459 1.813 1.154  1.636
C 0.838 3.087 1.135  0.923
C 0.953 3.972 0.067  -0.476
C 1.990 4.893 0.039  -0.752
C 2.910 4.942 1.075  -0.564
C 2.794 4.065 2.145  -0.925
C 1.768 3.135 2.174  -0.443
C -1.859 2.476 0.222  0.204
C -2.984 3.069 0.785  -0.521
C -4.024 3.492 -0.029  -0.713
C -3.943 3.333 -1.405  -0.743
C -2.826 2.736 -1.971  -0.759
C -1.794 2.295 -1.160  -0.355
C -1.019 0.575 3.638  -0.091
Br -0.748 -1.144 2.862  -0.121
C -1.322 0.570 4.988  0.321
F -1.402 -0.568 5.668  -0.297
H 0.230 3.963 -0.736  0.369
H 2.070 5.582 -0.791  0.455
H 3.711 5.669 1.056  0.432
H 3.503 4.107 2.962  0.455
H 1.693 2.449 3.009  0.455
H -3.070 3.200 1.856  0.343
H -4.899 3.949 0.414  0.448
H -4.756 3.667 -2.036  0.434
H -2.764 2.599 -3.042  0.461
H -0.939 1.794 -1.604  0.479
C 3.076 -1.649 -4.678  -0.537
C 3.676 -2.137 -3.524  -0.815
C 2.908 -2.388 -2.400  -0.464
C 1.531 -2.168 -2.426  0.495
C 0.935 -1.675 -3.581  -0.383
C 1.710 -1.415 -4.703  -0.739
P 0.606 -2.471 -0.903  1.086
C 0.517 -4.261 -0.661  0.527
C -0.181 -4.731 0.450  -0.449
C -0.297 -6.092 0.673  -0.654
C 0.293 -6.991 -0.206  -0.517
C 0.991 -6.526 -1.309  -0.653
C 1.104 -5.162 -1.542  -0.391
C -1.124 -1.933 -1.138  -0.741
C -2.013 -2.561 -2.019  -0.180
C -3.345 -2.203 -1.993  -0.886
C -3.790 -1.234 -1.090  -0.721
C -2.905 -0.609 -0.232  -0.292
C -1.546 -0.929 -0.256  0.893
H 3.676 -1.448 -5.555  0.414
H 4.742 -2.318 -3.501  0.443
H 3.381 -2.764 -1.498  0.519
H -0.130 -1.484 -3.610  0.363
H 1.242 -1.032 -5.600  0.438
H -0.648 -4.031 1.136  0.277
H -0.844 -6.453 1.533  0.427
H 0.207 -8.055 -0.029  0.389
H 1.448 -7.225 -1.997  0.422
H 1.642 -4.808 -2.412  0.349
H -1.665 -3.350 -2.676  0.564
H -4.052 -2.691 -2.651  0.443
H -4.841 -0.977 -1.062  0.473
H -3.278 0.144 0.454  0.464
C 3.893 0.921 0.467  -1.430
C 2.478 0.454 0.525  1.408
O 1.939 0.041 1.597  -0.574
O 1.760 0.431 -0.530  -0.685
H 4.465 0.221 -0.144  0.390
H 4.319 0.978 1.464  0.360
H 3.927 1.893 -0.023  0.284

Properties
net charge: +1
<S²>: 2.0287
spin multiplicity: 3
Kohn-Sham gap (alpha / beta): 7.917 / 8.149 eV
E_LUMO (alpha / beta): -3.28 / -3.01 eV

=====

No. 3
Computed, not measured: a 2-piece molecular cluster, C2H3NO2S overall at a distorted geometry, with ωB97M-V with the def2-TZVPD basis set.

Last column: Mulliken charge in e.
Cartesian coordinates (Å):
C -2.691 -0.227 -0.195  0.090
C -0.634 0.177 0.107  -0.558
N -3.831 -0.381 -0.229  -0.307
O 0.066 -2.069 1.272  -0.498
O -0.082 -2.152 -1.204  -0.478
S 0.168 -1.469 0.015  0.806
H -0.759 0.806 0.953  0.377
H -0.357 0.562 -0.776  0.399
H 1.540 -0.775 -0.150  0.168

Properties
Kohn-Sham gap: 10.643 eV
E_LUMO: -1.34 eV

=====

No. 4
Computed, not measured: C19H16IN4OPd as an isolated structure at a distorted geometry, with ωB97M-V with the def2-TZVPD basis set.

Last column: Mulliken charge in e.
Cartesian coordinates (Å):
Pd -0.158 -0.351 -0.654  1.077
C 3.425 1.683 0.461  -1.206
C 2.374 0.914 -0.213  0.231
N 1.138 0.691 0.364  0.433
N 0.852 1.150 1.520  -0.517
C -0.468 0.777 1.866  0.556
O -1.180 0.093 1.090  -0.905
C -0.902 1.238 3.156  0.820
C -2.213 0.907 3.589  -0.490
C -2.636 1.339 4.811  -0.703
C -1.762 2.111 5.629  -0.195
C -0.465 2.444 5.214  -0.896
C -0.028 2.018 3.992  0.076
C 2.480 0.313 -1.503  0.709
C 3.645 0.411 -2.264  -0.370
C 3.706 -0.197 -3.518  -0.628
C 2.600 -0.880 -3.966  -0.772
C 1.439 -0.951 -3.157  0.119
N 1.375 -0.383 -1.979  -0.239
H 3.093 2.063 1.421  0.292
H 3.744 2.518 -0.173  0.427
H 4.307 1.049 0.610  0.425
H -2.854 0.320 2.946  0.444
H -3.629 1.104 5.171  0.460
H -2.114 2.446 6.598  0.450
H 0.174 3.032 5.858  0.454
H 0.966 2.261 3.649  0.446
H 4.498 0.956 -1.881  0.452
H 4.604 -0.130 -4.119  0.486
H 2.592 -1.370 -4.931  0.450
H 0.560 -1.485 -3.497  0.518
I -2.556 -5.597 -1.829  0.282
C -2.542 -3.548 -2.121  -0.528
C -3.481 -2.914 -2.931  0.014
C -3.427 -1.538 -3.089  -0.787
C -2.442 -0.821 -2.440  -0.184
N -1.535 -1.436 -1.662  0.028
C -1.581 -2.769 -1.498  -0.102
H -4.248 -3.491 -3.432  0.437
H -4.145 -1.019 -3.708  0.451
H -2.370 0.255 -2.530  0.496
H -0.835 -3.213 -0.851  0.490

Properties
net charge: +3
Kohn-Sham gap (alpha / beta): 2.489 / 2.490 eV
E_LUMO (alpha / beta): -13.92 / -13.92 eV

=====

No. 5
Computed, not measured: C16H32BeO2P2 as an isolated structure at a distorted geometry, with ωB97M-V with the def2-TZVPD basis set.

Last column: Mulliken charge in e.
Cartesian coordinates (Å):
P 0.560 -2.113 1.616  0.215
P 0.074 1.946 1.979  0.962
C 0.349 -0.572 0.456  0.262
C 0.915 0.847 0.736  -0.285
H -0.612 -0.552 -0.086  -0.215
H 1.058 -0.974 -0.286  0.751
H 1.987 0.796 0.986  0.612
H 0.851 1.416 -0.193  -0.855
C -1.197 2.959 1.146  -1.510
H -1.643 3.598 1.922  0.425
H -1.989 2.317 0.734  0.301
H -0.742 3.574 0.358  0.444
C 1.408 3.111 2.396  -1.327
H 1.508 3.849 1.591  0.373
H 2.351 2.571 2.535  0.353
H 1.126 3.611 3.332  0.383
C -0.731 -3.224 0.960  -1.254
H -0.632 -4.159 1.521  0.439
H -0.602 -3.422 -0.109  0.263
H -1.727 -2.808 1.157  0.332
C 2.117 -2.867 1.021  -1.186
H 2.944 -2.165 1.147  0.319
H 2.042 -3.189 -0.021  0.380
H 2.288 -3.735 1.665  0.432
Be -0.635 -0.229 2.078  0.116
C 0.436 1.452 -2.308  -0.210
C -0.869 1.379 -1.976  -0.175
C -1.890 0.699 -2.845  -1.002
C -1.524 -0.751 -3.269  -0.916
C -0.677 -1.494 -2.277  -0.144
C 0.669 -1.536 -2.328  0.121
C 1.513 -0.718 -3.268  -1.025
C 1.105 0.768 -3.472  -0.968
C 0.572 -0.236 3.582  -1.532
H 1.088 2.228 -1.873  0.604
H -1.290 2.061 -1.232  0.374
H -2.105 1.273 -3.769  0.318
H -2.837 0.661 -2.287  0.357
H -2.471 -1.303 -3.390  0.458
H -1.068 -0.717 -4.270  0.315
H -1.242 -2.156 -1.613  0.229
H 1.221 -2.354 -1.841  0.511
H 1.591 -1.188 -4.271  0.287
H 2.544 -0.725 -2.881  0.377
H 2.041 1.321 -3.674  0.390
H 0.520 0.837 -4.403  0.343
H 0.307 0.542 4.325  0.255
H 1.647 -0.113 3.348  0.345
H 0.491 -1.208 4.106  0.346
O -2.290 1.294 3.691  -0.487
C -2.729 0.203 3.343  -0.039
O -2.080 -0.667 2.565  -0.226
H -3.742 -0.140 3.645  0.363

Properties
Kohn-Sham gap: 6.870 eV
E_LUMO: 0.49 eV

=====

No. 6
Computed, not measured: one molecule with the formula C5H11NO at a distorted geometry, with ωB97M-V with the def2-TZVPD basis set.

Last column: Mulliken charge in e.
Cartesian coordinates (Å):
C 0.324 1.380 1.518  -1.119
C 1.033 0.284 0.740  -0.617
C 0.250 -0.264 -0.505  0.384
C 0.965 -1.440 -1.159  -1.516
N -1.097 -0.625 -0.127  -0.116
C -2.164 -0.036 -0.705  -0.012
O -2.088 0.750 -1.629  -0.564
H 0.292 2.323 0.968  0.304
H -0.743 1.117 1.673  0.256
H 0.820 1.522 2.488  0.367
H 2.001 0.644 0.377  0.343
H 1.238 -0.557 1.417  0.340
H 0.146 0.554 -1.227  0.285
H 1.978 -1.137 -1.435  0.374
H 1.023 -2.288 -0.466  0.343
H 0.450 -1.785 -2.063  0.365
H -1.250 -1.299 0.606  0.258
H -3.113 -0.420 -0.289  0.326

Properties
structure (SMILES): CC[C@@H](C)NC=O
Kohn-Sham gap: 10.631 eV
E_LUMO: 0.91 eV